Here is a cluster of 11 separate species, C66H135F3N8 in total in a non-equilibrium geometry from the OMol25 dataset. Energies are from ωB97M-V/def2-TZVPD.

Geometry as XYZ:
```
212
Properties=species:S:1:pos:R:3:mulliken_charge:R:1
C 16.88330 6.93981 15.71214 -1.42
C 17.05649 8.48862 15.65628 -0.14
N 18.37229 8.92036 15.31397 0.27
C 18.68660 8.70870 13.91899 -0.52
C 17.56660 9.30669 13.00203 -0.61
C 18.72314 10.20517 15.77957 0.46
C 20.07567 10.34215 16.33757 -1.71
H 17.67405 6.62010 16.41871 0.31
H 16.95723 6.28525 14.76129 0.25
H 15.92467 6.74265 16.20487 0.43
H 16.26234 8.99398 15.03133 0.18
H 16.89683 8.94099 16.65100 0.43
H 19.62530 9.28841 13.86748 0.27
H 18.90642 7.63178 13.72150 0.31
H 17.88846 9.62098 11.97283 0.20
H 16.83396 8.55615 12.83190 0.43
H 17.12112 10.22129 13.40541 -0.11
H 18.03442 10.49532 16.59829 0.39
H 18.54444 10.92132 14.96361 -0.30
H 20.08475 9.88814 17.27534 0.47
H 20.33910 11.39363 16.60198 0.16
H 20.85912 9.90407 15.74066 0.29
C 22.97346 21.91106 11.77237 -1.67
C 23.27518 20.41152 11.88817 0.66
N 24.64697 20.03546 12.28274 0.28
C 25.67260 20.35715 11.28075 -0.96
C 25.56445 19.73330 9.91760 -0.25
C 24.80476 18.62215 12.69111 3.26
C 26.11297 18.39062 13.48151 -1.80
H 23.50936 22.43817 10.96723 0.37
H 23.17399 22.34660 12.74690 0.38
H 21.86461 22.09091 11.69378 0.37
H 22.66857 20.15432 12.74302 -0.11
H 22.92072 19.86113 11.00787 -0.23
H 25.75005 21.47903 11.14272 0.40
H 26.67282 20.15762 11.67269 0.42
H 26.40548 20.28976 9.38780 0.44
H 25.67515 18.64233 9.83093 -0.26
H 24.59198 19.98854 9.45757 0.14
H 24.86331 18.03467 11.73542 -1.68
H 23.94298 18.31485 13.32463 -0.78
H 26.10175 17.61568 14.20407 0.12
H 26.40489 19.25001 14.09019 0.45
H 26.99931 18.16409 12.84303 0.38
C 18.58391 11.55287 7.44506 -1.79
C 19.35878 12.13372 8.61868 0.14
N 19.03912 13.55646 8.87413 0.07
C 19.90646 14.28062 9.85826 0.84
C 21.39460 14.03620 9.48106 -1.02
C 17.62204 13.77242 9.16053 -0.76
C 16.98667 12.89238 10.19610 -1.01
H 18.56726 12.23947 6.55717 0.31
H 17.49011 11.30898 7.62728 0.25
H 19.09866 10.68132 7.14690 0.54
H 19.05907 11.58159 9.50834 0.08
H 20.42097 12.04101 8.45504 0.46
H 19.62737 15.36109 9.74415 -0.19
H 19.61010 13.93128 10.87493 -0.13
H 22.05290 14.75737 9.93833 -0.31
H 21.66783 13.03148 9.87969 0.21
H 21.48722 14.01958 8.41991 0.64
H 16.97545 13.74229 8.18814 0.32
H 17.56695 14.84298 9.42606 0.46
H 15.94124 13.04510 10.32272 0.56
H 17.51216 12.97632 11.15797 0.14
H 17.07141 11.83486 9.88384 0.25
C 13.25854 13.85217 18.44122 -0.92
C 13.04602 12.89500 17.30868 -0.60
N 13.23990 13.48233 16.02370 0.61
C 13.94102 12.70122 15.00676 -0.96
C 15.25640 12.09351 15.36300 -0.10
C 11.99599 14.03233 15.53309 -0.71
C 12.14624 15.02323 14.42189 -1.38
H 14.32622 14.19423 18.40691 -0.02
H 13.12140 13.50976 19.47463 0.41
H 12.65160 14.74659 18.27415 0.27
H 13.73700 12.07883 17.35904 0.31
H 12.03468 12.52144 17.38762 0.34
H 13.97581 13.40062 14.14822 0.21
H 13.33694 11.82067 14.66087 0.19
H 15.66386 11.65556 14.44929 0.04
H 15.20376 11.27536 16.08696 0.44
H 15.88214 12.81253 15.87601 -0.10
H 11.34950 13.25647 15.13167 0.43
H 11.38588 14.57072 16.24584 0.41
H 11.15091 15.09637 14.01147 0.34
H 12.42089 15.98911 14.87420 0.29
H 12.88842 14.95146 13.66821 0.44
C 20.78802 13.89982 17.97349 -1.98
C 19.30090 14.17087 17.69183 1.41
N 18.73099 15.08755 18.73093 0.36
C 18.96487 14.72099 20.15595 -0.64
C 18.27972 13.42648 20.64732 -1.09
C 17.31665 15.29178 18.49915 -0.86
C 16.90038 16.08016 17.21581 -1.02
H 21.24624 13.60939 17.04972 0.29
H 20.92795 13.10341 18.64067 0.54
H 21.33430 14.76749 18.36430 0.48
H 19.17789 14.70056 16.71027 -0.87
H 18.59446 13.27507 17.54772 0.02
H 20.08361 14.56205 20.35358 0.30
H 18.68308 15.54928 20.78546 0.53
H 17.15625 13.46789 20.59965 0.21
H 18.59840 12.52615 20.13557 0.22
H 18.48199 13.22746 21.67697 0.48
H 17.08660 15.77594 19.43861 0.64
H 16.76085 14.32066 18.48379 0.31
H 17.45984 17.03261 17.21975 0.27
H 15.81019 16.27057 17.12457 0.46
H 17.27718 15.65716 16.30222 -0.01
C 26.40548 12.41224 15.83258 -1.50
C 26.56755 13.77040 15.11820 0.59
N 26.03419 14.96227 15.74278 0.94
C 24.63860 14.84632 15.89759 0.28
C 23.96350 16.22579 16.15397 -1.16
C 26.59499 15.23465 17.09055 -0.51
C 27.90782 16.08160 16.96721 -1.40
H 26.83162 12.36027 16.80077 0.44
H 26.88614 11.60418 15.22970 0.42
H 25.35567 12.13578 15.84283 0.24
H 27.64621 13.91233 15.01305 0.37
H 26.11953 13.72211 14.12996 -0.80
H 24.20105 14.37849 15.03895 -0.50
H 24.35080 14.29678 16.84926 0.21
H 24.41367 16.96327 15.46565 -0.06
H 22.89433 16.25327 15.90820 0.07
H 24.06337 16.58791 17.18437 0.63
H 26.72134 14.27485 17.61424 0.32
H 25.88139 15.82767 17.60060 0.46
H 27.72456 17.21235 16.89460 0.23
H 28.57089 15.78777 16.16185 0.27
H 28.50897 15.95596 17.80998 0.51
C 24.99950 10.58997 8.46204 -1.45
C 25.08106 10.75861 9.91123 0.12
N 23.74479 10.74561 10.52778 1.16
C 23.55351 11.46920 11.78348 0.37
C 24.51501 10.97707 12.87249 -1.10
C 23.11024 9.43995 10.59465 -0.78
C 21.60710 9.42112 10.51796 -0.96
H 24.42186 9.67787 8.27523 0.35
H 25.90209 10.70051 7.93667 0.48
H 24.45484 11.46132 8.07024 0.22
H 25.66963 9.90374 10.39445 0.35
H 25.66362 11.65408 10.09797 -0.24
H 23.64385 12.50454 11.58353 -0.29
H 22.47185 11.35650 12.18757 -0.33
H 25.53752 11.28775 12.54351 0.19
H 24.36067 11.43765 13.85716 0.11
H 24.46635 9.88807 12.99518 0.37
H 23.45935 8.88130 11.44583 0.29
H 23.37080 8.86243 9.75256 0.58
H 21.06638 8.48884 10.37941 0.55
H 21.29060 10.02956 9.65713 0.09
H 21.10528 9.83585 11.37882 -0.01
C 25.01753 14.17976 8.37053 -1.20
C 25.50890 15.12286 9.52869 0.25
N 26.03462 14.49974 10.72865 1.28
C 25.77470 15.37053 11.88083 -1.14
C 24.38464 15.23369 12.40926 2.05
C 27.39340 14.09236 10.69951 -0.62
C 28.43564 15.10731 10.55158 -1.56
H 24.57515 14.73703 7.57052 0.50
H 24.25606 13.49030 8.74155 -0.39
H 25.79347 13.59942 7.95769 0.59
H 26.16734 15.90506 9.13651 0.08
H 24.57876 15.69768 9.77784 -0.72
H 26.02379 16.47067 11.68744 -0.47
H 26.45357 15.04900 12.62594 0.75
H 23.53353 15.28534 11.68102 -0.47
H 24.16704 16.04038 13.11189 -0.86
H 24.35407 14.24698 12.87866 -0.56
H 27.68543 13.51481 11.54120 0.53
H 27.47227 13.35538 9.86812 0.53
H 28.19673 15.76310 9.71711 0.26
H 28.72426 15.68192 11.44884 0.26
H 29.33888 14.66330 10.25743 0.54
F 21.05835 18.09668 11.12070 -0.20
C 21.45895 17.92544 9.87337 0.14
C 20.55089 18.06774 8.87301 -0.81
C 20.92745 17.64969 7.57553 -0.57
C 22.26621 17.39112 7.31583 -1.11
C 23.20802 17.37139 8.36094 -0.18
C 22.79534 17.66752 9.63108 0.77
H 19.55673 18.40799 9.11838 0.52
H 20.15499 17.68972 6.83200 0.47
H 22.66606 17.31709 6.27094 0.35
H 24.27787 17.22808 8.18661 0.58
H 23.44699 17.61660 10.49070 0.31
F 21.74642 18.30318 19.13690 -0.43
C 21.43997 18.47109 17.74882 0.41
C 20.28254 17.96730 17.26173 -0.20
C 20.01381 18.14284 15.96974 -0.48
C 21.01074 18.67933 15.10339 -0.70
C 22.18206 19.15008 15.61888 -0.01
C 22.39003 19.09317 16.98396 -0.75
H 19.52671 17.56418 17.88681 0.32
H 19.10286 17.81295 15.66592 0.55
H 20.82057 18.71782 14.03849 0.64
H 22.79442 19.62612 14.89063 0.28
H 23.30833 19.51673 17.37744 0.42
F 16.99953 15.41194 12.97378 -0.48
C 18.22413 15.07429 13.25440 0.38
C 18.48816 13.86142 13.85546 0.70
C 19.80153 13.42551 14.05064 0.26
C 20.79474 14.32776 13.90342 -0.56
C 20.53349 15.60793 13.46506 1.46
C 19.23083 15.99680 13.01980 -1.10
H 17.73455 13.13587 14.17797 -0.64
H 20.04819 12.45536 14.53846 -0.14
H 21.84607 14.06434 14.13926 0.20
H 21.37032 16.31549 13.27167 -0.44
H 18.98553 16.95580 12.54498 0.25
```

Calculated values
SMILES string: CCN(CC)CC.CCN(CC)CC.CCN(CC)CC.CCN(CC)CC.CCN(CC)CC.CCN(CC)CC.CCN(CC)CC.CCN(CC)CC.Fc1ccccc1.Fc1ccccc1.Fc1ccccc1
Electronic energy, a.u.: -3333.10286
M, Da: 1097.856
Spin multiplicity: 1
Strongest force on any atom, eV/Å: 3.78
Highest occupied orbital energy, eV: -7.9
Orbital gap, eV: 8.57